DFT (ωB97M-V/def2-TZVPD) results for a structure of composition C11H14N5ORuS4.

```
36
C11H14N5ORuS4 ωB97M-V/def2-TZVPD
Ru -0.3862 -0.1872 0.0036
N 2.2182 -0.3132 -3.5684
C 1.5975 -0.1298 -2.3602
S -0.0349 -0.8187 -2.2069
N 2.1858 0.4825 -1.3988
N 1.4598 0.6081 -0.2703
C 2.0266 1.0598 0.8665
C 1.2262 1.1008 2.0095
C 1.6554 1.5786 3.2712
C 0.7806 1.6118 4.3186
C -0.5480 1.1771 4.1368
C -0.9154 0.6991 2.9025
N -0.0693 0.6372 1.8686
H 1.6135 -0.5466 -4.3363
H 2.9664 0.3239 -3.7881
H 3.0681 1.3527 0.8704
H 2.6799 1.9100 3.3751
H 1.1016 1.9725 5.2870
H -1.2736 1.2191 4.9348
H -1.9233 0.3481 2.7224
S -4.6474 1.3307 0.5598
C -3.1393 0.9637 0.0037
S -2.6375 -0.7241 0.0659
S -1.9378 2.0598 -0.4526
C -0.3139 -4.0461 -0.3364
N 1.0906 -3.6826 -0.3799
C 1.9408 -4.4392 -1.2744
C 1.5629 -2.6700 0.3477
O 0.8959 -1.9631 1.1089
H -0.4234 -5.0872 -0.0276
H -0.7593 -3.9123 -1.3239
H -0.8261 -3.4093 0.3777
H 2.0913 -5.4541 -0.8992
H 2.9077 -3.9486 -1.3671
H 1.4769 -4.4974 -2.2596
H 2.6353 -2.4821 0.1954
```

The HOMO energy (spin up / spin down) is -6.077 / -7.957 eV. Its spin multiplicity is 6. The electronic energy is -67053.3472 eV. The HOMO-LUMO gap (spin up / spin down) comes out at 6.2 / 5.5 eV.